Here is a 2-piece molecular cluster, C5H14S overall at a distorted geometry from OMol25. Energies are from wB97M-V/def2-TZVPD.

Each line ends with the Mulliken charge.
Geometry (Å):
C: 2.63 -0.39 1.11  -1.2454
C: 1.46 -0.79 0.21  -0.1449
S: -0.10 -0.86 1.10  -0.1177
C: -1.06 -1.88 -0.03  -0.8644
H: 2.42 0.59 1.49  0.3541
H: 3.61 -0.41 0.52  0.3163
H: 2.75 -1.06 2.00  0.3137
H: 1.37 0.00 -0.66  0.1591
H: 1.71 -1.78 -0.20  0.3382
H: -0.61 -2.85 -0.17  0.3178
H: -2.01 -2.00 0.43  0.3160
H: -1.10 -1.38 -1.00  0.2762
C: -0.72 1.89 -1.47  -0.5509
C: -2.02 2.69 -1.59  -0.9193
H: -0.02 2.44 -0.85  0.3084
H: -0.88 0.96 -0.98  -0.0215
H: -0.25 1.74 -2.43  0.3532
H: -2.72 2.09 -2.30  0.2345
H: -1.85 3.64 -2.11  0.3082
H: -2.55 2.75 -0.59  0.2685

Output
SMILES: CCSC.CC
Net charge: 0
Energy relative to the best compared isomer or geometry (same formula, charge and spin) (kcal per mole): 11.71
Gap between HOMO and LUMO (eV): 9.5
HOMO level (eV): -8.487